{
  "formula": "C16H17Cl3GeMoN11O2P",
  "method": "ωB97M-V with the def2-TZVPD basis set",
  "species": ["H", "C", "N", "H", "N", "C", "H", "C", "N", "C", "C", "N", "H", "H", "H", "P", "C", "O", "H", "C", "H", "N", "H", "N", "C", "N", "C", "C", "N", "C", "Cl", "Ge", "N", "H", "N", "H", "H", "H", "Mo", "H", "C", "H", "C", "H", "C", "Cl", "C", "H", "O", "N", "C", "Cl"],
  "coordinates": [[-5.58, 1.11, 0.48], [-4.58, 0.80, 0.22], [-1.57, 2.75, 2.14], [-0.35, -6.20, -0.37], [1.69, 2.13, -1.09], [-1.52, -4.44, -0.75], [-4.62, 1.77, -1.70], [-0.34, -5.12, -0.47], [-0.75, 1.78, 2.01], [-4.04, 1.17, -1.01], [-0.42, 3.23, 0.44], [0.04, 2.06, 0.91], [-0.26, 4.74, -0.95], [-0.88, -0.72, -3.22], [0.88, -0.60, -2.93], [-0.36, -0.55, -0.89], [0.86, -3.04, -0.42], [2.95, -2.14, 2.89], [-2.44, -2.54, -1.07], [-3.83, 0.03, 1.11], [-1.98, -0.96, 1.47], [2.75, 3.14, -2.71], [-2.45, -4.98, -0.88], [-1.40, 3.69, 1.16], [1.16, 3.32, -1.35], [0.10, 3.84, -0.67], [-2.55, -0.37, 0.77], [2.50, -1.07, 2.72], [1.76, 3.96, -2.35], [-1.52, -3.06, -0.85], [3.92, 1.76, 0.91], [4.75, 1.07, -1.09], [1.55, 1.06, 3.20], [-0.13, 0.86, -2.85], [2.27, -0.07, 3.60], [-4.25, -0.24, 2.06], [2.03, 1.90, 3.49], [2.44, -0.27, 4.57], [1.42, 0.67, 0.40], [0.60, 1.05, 3.57], [-2.01, -0.01, -0.46], [1.79, -2.52, -0.29], [-0.10, -0.21, -2.64], [1.77, -4.95, -0.09], [0.85, -4.42, -0.31], [6.78, 0.55, -0.56], [-2.76, 0.77, -1.35], [-2.35, 1.06, -2.31], [2.08, -0.67, 1.42], [2.71, 2.06, -2.00], [-0.32, -2.35, -0.69], [3.70, -0.84, -1.22]],
  "mulliken_spin": [0.000, -0.002, 0.014, 0.000, -0.033, 0.000, 0.000, -0.001, 0.004, 0.002, 0.021, 0.028, 0.000, -0.001, 0.006, -0.083, 0.017, -0.003, 0.000, 0.004, -0.001, 0.023, 0.000, 0.009, 0.037, 0.009, 0.012, 0.022, 0.010, -0.004, 0.085, 0.559, 0.049, 0.001, -0.004, 0.000, -0.002, 0.004, 1.907, 0.000, 0.005, -0.009, 0.017, 0.000, 0.002, 0.190, 0.003, 0.000, -0.028, 0.086, -0.033, 0.080],
  "e_above_lowest_kcal_mol": 32.9,
  "e_homo_ha": [-0.436, -0.453],
  "s_squared": 3.770,
  "spin_multiplicity": 4,
  "lumo_energy_ev": [-5.558, -5.584],
  "total_charge": 1
}

=====

{
  "formula": "C3H4Br2Cl2O",
  "method": "ωB97M-V with the def2-TZVPD basis set",
  "species": ["C", "Cl", "C", "C", "H", "Br", "Cl", "H", "H", "Br", "H", "O"],
  "coordinates": [[1.27, -0.44, 0.72], [1.82, -1.88, -0.13], [-1.08, -0.14, -0.21], [0.30, 0.52, -0.14], [0.86, -0.74, 1.64], [2.85, 0.74, 1.03], [-1.83, -0.37, 1.47], [-2.77, 0.71, -0.91], [0.35, 1.49, 0.17], [0.92, 0.54, -1.97], [-0.84, -1.13, -0.66], [-1.84, 0.72, -1.00]],
  "mulliken_charge": [-0.108, -0.097, 0.080, -0.886, 0.472, -0.117, -0.207, 0.329, 0.642, 0.019, 0.320, -0.447],
  "smiles": "O[C@H](Cl)[C@H](Br)[C@@H](Cl)Br",
  "e_above_lowest_kcal_mol": 0.0,
  "e_homo_ha": -0.381,
  "lumo_energy_ev": 0.444
}

=====

{
  "formula": "C3H7N2S",
  "method": "ωB97M-V with the def2-TZVPD basis set",
  "species": ["N", "S", "N", "H", "H", "H", "C", "H", "C", "C", "H", "H", "H"],
  "coordinates": [[-0.62, -0.96, -0.32], [-2.18, 0.63, 0.54], [0.65, 1.29, -0.24], [0.10, -1.62, -0.07], [0.52, 2.28, -0.07], [-2.31, -1.87, 0.84], [1.97, 0.76, 0.10], [2.18, 0.33, 1.05], [-2.00, -1.16, 0.02], [-0.62, 0.34, 0.05], [2.02, 0.00, -0.70], [-2.47, -1.41, -0.98], [2.77, 1.40, -0.23]],
  "mulliken_charge": [-0.180, 0.033, -0.198, 0.315, 0.273, 0.343, -0.908, 0.284, -0.359, 0.366, 0.348, 0.304, 0.378],
  "e_above_lowest_kcal_mol": 64.0,
  "e_homo_ha": -0.527,
  "lumo_energy_ev": -4.706,
  "total_charge": 1
}

=====

{
  "formula": "C14H13ClN4O2S2",
  "method": "ωB97M-V with the def2-TZVPD basis set",
  "species": ["C", "H", "H", "O", "N", "N", "C", "H", "H", "H", "C", "N", "C", "H", "C", "C", "C", "C", "H", "C", "S", "H", "C", "S", "H", "O", "H", "Cl", "C", "C", "H", "C", "H", "N", "H", "C"],
  "coordinates": [[1.92, 1.55, -1.14], [4.92, 1.05, -1.36], [-1.15, 1.26, -0.17], [4.40, 3.49, 0.60], [2.21, 0.35, -0.38], [3.90, 1.31, 0.95], [-2.18, 0.93, -0.11], [-4.06, -1.87, -0.34], [-5.84, -0.23, 0.13], [5.07, 2.77, -1.78], [-3.17, 1.86, 0.15], [1.42, -0.74, -0.48], [-4.49, 1.43, 0.24], [-0.19, -4.28, -1.20], [1.74, -1.64, 0.38], [-1.47, -2.64, -0.70], [-2.49, -0.41, -0.29], [3.14, 0.35, 0.62], [-0.51, -0.85, -0.63], [-4.81, 0.09, 0.06], [0.99, -3.20, 0.52], [-2.93, 2.90, 0.30], [3.07, 1.96, -2.05], [3.06, -1.20, 1.46], [2.83, 2.95, -2.44], [-2.45, -3.34, -0.65], [1.02, 1.34, -1.73], [-5.73, 2.58, 0.57], [4.42, 2.02, -1.31], [-3.81, -0.83, -0.20], [0.45, -2.70, -1.76], [4.23, 2.39, 0.16], [3.15, 1.28, -2.89], [-1.43, -1.29, -0.57], [1.70, 2.36, -0.43], [-0.08, -3.23, -0.96]],
  "mulliken_charge": [-0.855, 0.290, 0.336, -0.583, 0.506, -0.547, -0.208, 0.504, 0.418, 0.341, -0.886, -0.904, 0.387, 0.425, 0.402, 0.717, 0.361, 0.664, 0.070, -0.731, -0.093, 0.411, -0.750, -0.170, 0.372, -0.629, 0.444, -0.217, -0.488, -0.278, 0.350, 0.284, 0.370, 0.131, 0.399, -0.841],
  "smiles": "O=C1CCCN2N=C(SCC(=O)Nc3ccc(Cl)cc3)SC2=N1",
  "e_homo_ha": -0.317,
  "lumo_energy_ev": 0.240
}

=====

{
  "formula": "C43H62FN2OP2RbSSi",
  "method": "ωB97M-V with the def2-TZVPD basis set",
  "species": ["H", "C", "C", "H", "H", "C", "H", "C", "H", "H", "C", "C", "H", "C", "C", "H", "H", "C", "H", "H", "H", "H", "C", "C", "H", "H", "H", "H", "H", "P", "H", "H", "H", "H", "H", "S", "H", "C", "C", "C", "C", "H", "H", "H", "H", "C", "H", "H", "C", "H", "C", "H", "H", "H", "H", "C", "H", "C", "C", "H", "C", "H", "C", "Rb", "C", "H", "C", "H", "C", "C", "H", "H", "C", "H", "H", "C", "F", "H", "C", "P", "H", "H", "H", "H", "H", "C", "C", "H", "H", "H", "C", "C", "C", "C", "N", "C", "C", "O", "C", "H", "Si", "H", "C", "H", "H", "H", "C", "H", "H", "C", "C", "H", "H", "N"],
  "coordinates": [[1.41, 4.43, -2.78], [0.35, 2.76, -3.66], [-1.72, -0.06, 5.49], [1.06, 4.59, -4.49], [2.56, 3.95, -0.95], [3.39, 3.24, -0.95], [-4.28, -0.51, -2.44], [-0.40, 3.61, -0.43], [-2.59, 5.47, -3.89], [6.16, -1.71, -4.45], [0.64, 4.26, -3.53], [4.02, -2.28, -1.33], [-4.52, -4.02, 2.56], [-2.07, 3.37, -4.08], [-1.86, 1.68, -0.43], [1.88, -4.69, 4.39], [-2.12, -3.49, 2.69], [-2.77, -2.87, 2.07], [2.34, 1.37, 1.76], [-6.02, -2.58, 1.21], [-0.07, 1.99, 4.63], [-2.28, 3.10, -3.05], [-0.87, 2.57, -4.58], [0.65, -3.15, 3.49], [-3.09, 4.17, 1.54], [1.11, 0.18, -0.04], [3.22, -3.38, 2.00], [-4.40, 1.07, -1.67], [2.86, 0.00, -0.17], [0.18, 1.49, -2.25], [1.39, 2.49, 0.78], [-4.52, -4.55, -1.85], [4.38, 1.97, 0.47], [2.18, 0.31, -2.33], [3.45, -5.01, 2.64], [-0.75, -6.34, -2.16], [0.46, -2.43, 4.28], [2.25, 1.82, 0.77], [-4.95, -2.39, 1.22], [-1.14, 1.22, 2.93], [-2.25, -1.80, 1.36], [1.57, -1.87, 2.09], [-0.48, 1.67, 2.20], [-1.61, -1.88, 4.33], [0.50, 4.10, -0.74], [-0.76, -0.23, 3.19], [-0.27, 6.19, -3.29], [1.01, -5.47, 2.03], [-0.57, 5.14, -3.22], [-0.72, -0.15, 5.91], [-2.71, 2.37, 0.42], [-2.78, -0.71, 3.74], [1.20, 2.31, -4.19], [-0.62, 2.90, -5.59], [-0.13, -3.91, 3.53], [3.51, 2.62, 0.44], [2.67, -3.12, 4.30], [5.38, -2.03, -1.18], [0.65, -2.48, 2.12], [1.21, -3.11, 0.13], [-1.24, 4.26, 0.46], [-1.98, 1.97, 6.21], [5.55, -1.88, -3.57], [0.09, -3.21, -2.65], [-1.73, 4.85, -4.16], [-2.95, 3.15, -4.69], [1.99, 1.21, -1.71], [-2.90, -4.39, -1.87], [6.13, -1.82, -2.32], [-1.78, -0.81, 4.17], [3.45, -2.41, -0.41], [-0.91, 4.95, -2.20], [-4.12, -3.18, 2.00], [4.05, 1.54, -2.05], [2.07, -5.24, 0.64], [3.15, 2.16, -2.00], [7.49, -1.58, -2.21], [-3.83, -3.12, -1.51], [0.76, -3.56, 1.03], [-0.56, -1.14, 1.53], [-1.45, 5.11, -5.19], [-3.63, 1.90, 0.75], [5.85, -1.98, -0.21], [-0.24, -3.92, 0.75], [4.31, 3.78, -1.20], [1.62, -4.73, 1.50], [-3.05, -1.04, 0.48], [-1.36, 3.06, 4.04], [-3.34, 0.83, -3.04], [-3.07, 1.50, 4.89], [2.02, -3.81, 3.75], [-3.71, 0.36, -2.13], [2.70, -4.23, 2.45], [-4.41, -1.36, 0.46], [-3.78, -3.92, -2.12], [3.33, -2.37, -2.56], [-2.41, 3.65, 0.86], [-1.17, -5.23, -1.21], [-1.09, 2.02, 4.23], [-1.13, 1.51, -4.62], [-2.19, -0.16, -1.01], [3.66, 3.42, 1.18], [4.19, -2.16, -3.66], [-5.08, -0.79, -0.16], [-2.43, -0.49, 6.20], [-0.98, 5.26, 0.82], [-2.05, 1.42, 5.26], [3.78, -2.22, -4.66], [0.24, -0.25, 3.64], [-0.72, 2.34, -0.90], [2.04, 0.72, -0.26], [-2.15, 1.25, 2.52], [3.04, 2.63, -2.98], [-0.40, -5.99, -3.53]],
  "mulliken_charge": [0.031, 0.139, -0.951, 0.558, 0.060, -0.396, 0.436, -1.585, 0.475, 0.371, -1.172, 0.596, 0.390, 0.099, 1.499, 0.420, 0.084, -0.392, 0.350, 0.297, 0.345, -0.107, -1.303, -0.560, 0.340, -1.545, 0.180, 0.460, 0.524, 0.421, -0.298, 0.206, 0.481, 0.212, 0.467, 0.168, -0.012, 0.421, -0.955, 0.916, -0.055, 0.131, -0.672, 0.400, 0.786, -0.271, 0.473, 0.310, -0.161, 0.322, -0.763, 0.235, 0.605, 0.472, 0.235, -1.425, 0.378, -0.495, 0.838, -0.667, -1.159, 0.467, -0.729, 0.951, -1.315, 0.360, 0.404, 0.320, 0.539, -1.043, -0.407, 0.023, -0.981, 0.523, 0.547, -1.330, -0.378, 0.297, 0.206, 0.144, 0.407, 0.285, 0.383, 0.057, 0.386, -0.985, 1.044, 0.442, 0.247, 0.310, -1.021, -1.647, -0.561, -0.377, -0.757, -0.807, -0.789, -0.586, -1.000, 0.482, 0.017, 0.489, -0.312, 0.329, 0.431, 0.330, -0.869, 0.285, 0.846, 0.692, 0.654, -0.005, 0.343, -0.527],
  "e_above_lowest_kcal_mol": 15.8,
  "e_homo_ha": -0.026,
  "lumo_energy_ev": 3.903,
  "total_charge": -2
}

=====

{
  "formula": "CH5IOSi",
  "method": "ωB97M-V with the def2-TZVPD basis set",
  "species": ["C", "H", "O", "H", "H", "I", "H", "H", "Si"],
  "coordinates": [[-0.63, -0.85, 0.54], [0.08, 2.49, 0.00], [-0.25, 1.77, -0.55], [-0.79, -1.89, 0.04], [0.20, -0.48, -1.96], [2.80, -0.04, 0.16], [-1.61, -0.39, 0.64], [-0.28, -0.88, 1.59], [0.47, 0.25, -0.47]],
  "mulliken_charge": [-0.903, 0.318, -0.466, 0.276, -0.080, -0.096, 0.296, 0.292, 0.364],
  "smiles": "C[Si@@H](O)I",
  "e_above_lowest_kcal_mol": 8.1,
  "e_homo_ha": -0.361,
  "lumo_energy_ev": 0.416
}

=====

Computed DFT total energy (Ha) in order:
-5239.5871, -6260.3437, -625.8701, -2167.3862, -3354.7815, -703.5891